# BrClFN

One molecule with the formula BrClFN in a non-equilibrium geometry (wB97M-V/def2-TZVPD, the Open Molecules 2025 dataset).

Summary:
- ΔE to the lowest compared entry with this formula, charge and spin: 1.230 eV
- Highest occupied orbital energy (alpha / beta): -0.3889 / -0.3920 hartree
- E_tot: -86767.2984 eV
- Kohn-Sham gap (alpha / beta): 0.2892 / 0.3228 Ha
- F_max: 2.20 eV Å⁻¹

Geometry (Å):
N  0.337  0.887  -0.534
F  -0.882  1.512  -0.393
Cl  0.685  -0.014  0.712
Br  -0.140  -2.386  0.214

# BrClHIN2

BrClHIN2 as an isolated structure in a non-equilibrium geometry (wB97M-V/def2-TZVPD, the Open Molecules 2025 dataset).

Summary:
- ΔE to the lowest compared entry with this formula, charge and spin: 0.819 eV
- Multiplicity: 3
- Highest occupied orbital energy (alpha / beta): -0.2736 / -0.3556 hartree
- <S²>: 2.011
- E_tot: -93656.3056 eV
- Kohn-Sham gap (alpha / beta): 0.2355 / 0.2538 Ha
- F_max: 3.09 eV Å⁻¹

Geometry (Å):
N  -0.518  0.041  -0.664
N  0.449  0.571  0.144
Cl  -2.059  0.055  0.078
Br  0.236  0.020  2.160
I  2.376  0.273  -0.588
H  -0.484  -0.961  -1.129

# BrClHOP

A 2-piece molecular cluster, BrClHOP overall in a non-equilibrium geometry (wB97M-V/def2-TZVPD, the Open Molecules 2025 dataset).

Summary:
- ΔE to the lowest compared entry with this formula, charge and spin: 1.910 eV
- Highest occupied orbital energy (alpha / beta): -0.3560 / -0.3560 hartree
- E_tot: -93917.2287 eV
- Kohn-Sham gap (alpha / beta): 0.2711 / 0.2711 Ha
- F_max: 3.01 eV Å⁻¹

Geometry (Å):
O  0.447  0.154  0.675
P  1.836  -0.473  0.774
Cl  0.588  -3.079  0.067
Br  2.628  -0.168  -1.215
H  -0.342  -0.166  0.336

# BrClNO3S

BrClNO3S as an isolated structure in a non-equilibrium geometry (wB97M-V/def2-TZVPD, the Open Molecules 2025 dataset).

Summary:
- ΔE to the lowest compared entry with this formula, charge and spin: 0.913 eV
- Highest occupied orbital energy: -0.1453 hartree
- Total charge: -1
- E_tot: -101031.0100 eV
- Kohn-Sham gap: 0.2680 Ha
- F_max: 2.08 eV Å⁻¹

Geometry (Å):
N  -1.609  -1.093  1.246
O  0.664  0.015  -2.130
O  1.227  1.024  0.125
O  -0.915  1.572  -0.961
S  0.252  0.697  -0.897
Cl  -0.472  -1.203  -0.062
Br  -1.498  -2.711  2.206

# BrCu3

BrCu3 as an isolated structure in a non-equilibrium geometry (wB97M-V/def2-TZVPD, the Open Molecules 2025 dataset).

Summary:
- ΔE to the lowest compared entry with this formula, charge and spin: 0.338 eV
- Highest occupied orbital energy: -0.7106 hartree
- Total charge: +2
- E_tot: -203941.7533 eV
- Kohn-Sham gap: 0.3387 Ha
- F_max: 1.98 eV Å⁻¹

Geometry (Å):
Cu  0.778  0.059  -1.899
Cu  -2.279  0.322  -0.148
Cu  1.309  -1.349  1.513
Br  0.191  0.967  0.533

# BrF2PS

A 2-piece molecular cluster, BrF2PS overall in a non-equilibrium geometry (wB97M-V/def2-TZVPD, the Open Molecules 2025 dataset).

Summary:
- ΔE to the lowest compared entry with this formula, charge and spin: 1.696 eV
- Highest occupied orbital energy: -0.4059 hartree
- E_tot: -95601.5625 eV
- Kohn-Sham gap: 0.3163 Ha
- F_max: 4.57 eV Å⁻¹

Geometry (Å):
F  0.312  -0.994  -0.790
F  -1.095  -0.031  1.486
P  0.373  0.359  -0.139
S  -0.105  1.853  -1.233
Br  2.351  -0.136  0.660

# BrFHN

A 2-piece molecular cluster, BrFHN overall in a non-equilibrium geometry (wB97M-V/def2-TZVPD, the Open Molecules 2025 dataset).

Summary:
- ΔE to the lowest compared entry with this formula, charge and spin: 2.414 eV
- Highest occupied orbital energy (alpha / beta): -0.3610 / -0.3610 hartree
- E_tot: -74260.7462 eV
- Kohn-Sham gap (alpha / beta): 0.3189 / 0.3189 Ha
- F_max: 4.71 eV Å⁻¹

Geometry (Å):
N  1.006  -0.734  -0.543
F  0.983  -1.884  0.220
Br  2.546  0.226  -0.003
H  -0.465  -0.312  -0.213

# BrFHN

A 2-piece molecular cluster, BrFHN overall in a non-equilibrium geometry (wB97M-V/def2-TZVPD, the Open Molecules 2025 dataset).

Summary:
- ΔE to the lowest compared entry with this formula, charge and spin: 1.704 eV
- Multiplicity: 3
- Highest occupied orbital energy (alpha / beta): -0.3018 / -0.4328 hartree
- <S²>: 2.006
- E_tot: -74258.8343 eV
- Kohn-Sham gap (alpha / beta): 0.3158 / 0.3484 Ha
- F_max: 2.03 eV Å⁻¹

Geometry (Å):
N  -0.053  -0.072  0.406
F  -0.048  -1.224  -0.363
Br  -1.446  0.846  -0.130
H  1.547  0.449  0.087

# BrFHOPS

A 2-piece molecular cluster, BrFHOPS overall in a non-equilibrium geometry (wB97M-V/def2-TZVPD, the Open Molecules 2025 dataset).

Summary:
- ΔE to the lowest compared entry with this formula, charge and spin: 1.301 eV
- Multiplicity: 3
- Highest occupied orbital energy (alpha / beta): -0.2729 / -0.3982 hartree
- <S²>: 2.009
- E_tot: -94945.5475 eV
- Kohn-Sham gap (alpha / beta): 0.2319 / 0.2392 Ha
- F_max: 4.41 eV Å⁻¹

Geometry (Å):
O  -1.404  -0.194  -1.875
F  3.044  -0.186  0.324
P  -1.440  -0.200  -0.385
S  -1.020  -1.771  0.746
Br  -2.226  1.825  0.257
H  3.045  0.527  0.933

# BrFe

BrFe as an isolated structure in a non-equilibrium geometry (wB97M-V/def2-TZVPD, the Open Molecules 2025 dataset).

Summary:
- ΔE to the lowest compared entry with this formula, charge and spin: 0.099 eV
- Multiplicity: 9
- Highest occupied orbital energy (alpha / beta): -0.4001 / -0.6748 hartree
- <S²>: 20.005
- Total charge: +1
- E_tot: -104411.3181 eV
- Kohn-Sham gap (alpha / beta): 0.1930 / 0.2534 Ha
- F_max: 1.11 eV Å⁻¹

Geometry (Å):
Fe  17.013  2.881  14.868
Br  17.479  3.113  12.438

# BrFe

BrFe as an isolated structure (wB97M-V/def2-TZVPD, the Open Molecules 2025 dataset).

Summary:
- ΔE to the lowest compared entry with this formula, charge and spin: 0.000 eV
- Multiplicity: 9
- Highest occupied orbital energy (alpha / beta): -0.4007 / -0.6619 hartree
- <S²>: 20.006
- Total charge: +1
- E_tot: -104411.4172 eV
- Kohn-Sham gap (alpha / beta): 0.1944 / 0.2504 Ha
- F_max: 0.17 eV Å⁻¹

Geometry (Å):
Fe  0.522  0.875  -0.852
Br  -0.522  -0.875  0.852

# BrH10MnO5

BrH10MnO5 as an isolated structure in a non-equilibrium geometry (wB97M-V/def2-TZVPD, the Open Molecules 2025 dataset).

Summary:
- Multiplicity: 7
- Highest occupied orbital energy (alpha / beta): -0.6748 / -0.7059 hartree
- <S²>: 12.004
- Total charge: +2
- E_tot: -111747.4698 eV
- Kohn-Sham gap (alpha / beta): 0.4181 / 0.2695 Ha
- F_max: 1.08 eV Å⁻¹

Geometry (Å):
Mn  0.027  -0.489  0.134
Br  0.327  -2.885  1.145
O  1.120  0.340  1.777
H  1.723  -0.085  2.387
H  1.086  1.251  2.069
O  1.809  -0.400  -1.033
H  1.787  -1.046  -1.739
H  2.735  -0.178  -0.939
O  -0.310  1.551  -0.655
H  0.092  2.209  -1.223
H  -1.004  2.024  -0.195
O  -0.815  -0.972  -1.694
H  -0.603  -1.035  -2.626
H  -1.769  -0.889  -1.671
O  -1.745  0.120  1.218
H  -1.966  -0.163  2.105
H  -2.494  0.646  0.939

# BrH10O5

A 6-piece molecular cluster, BrH10O5 overall in a non-equilibrium geometry (wB97M-V/def2-TZVPD, the Open Molecules 2025 dataset).

Summary:
- ΔE to the lowest compared entry with this formula, charge and spin: 0.215 eV
- Highest occupied orbital energy: -0.2055 hartree
- Total charge: -1
- E_tot: -80445.9203 eV
- Kohn-Sham gap: 0.3369 Ha
- F_max: 2.10 eV Å⁻¹

Geometry (Å):
Br  -0.236  -0.736  1.059
O  1.236  2.390  1.037
H  0.857  1.526  1.182
H  2.200  2.340  1.169
O  -2.393  1.607  0.438
H  -3.231  1.334  0.814
H  -1.782  0.941  0.694
O  -0.300  0.642  -2.171
H  -0.246  1.545  -1.811
H  -0.177  0.091  -1.392
O  -1.423  -3.514  -0.774
H  -1.056  -3.138  0.007
H  -0.801  -4.243  -0.979
O  2.798  -0.279  0.434
H  2.656  -0.095  -0.500
H  1.897  -0.410  0.791

# BrH2NO2S

One molecule with the formula BrH2NO2S in a non-equilibrium geometry (wB97M-V/def2-TZVPD, the Open Molecules 2025 dataset).

Summary:
- ΔE to the lowest compared entry with this formula, charge and spin: 0.298 eV
- Highest occupied orbital energy: -0.4059 hartree
- SMILES: NS(=O)(=O)Br
- E_tot: -86494.1665 eV
- Kohn-Sham gap: 0.3835 Ha
- F_max: 5.86 eV Å⁻¹

Geometry (Å):
N  -0.902  -0.525  0.161
S  0.419  0.455  0.036
O  0.471  1.278  1.343
O  0.564  0.954  -1.308
Br  2.119  -0.991  0.136
H  -0.941  -1.176  -0.608
H  -1.731  0.005  0.240